Molecular formula: C4H6OS
Method: DFT, the ωB97M-V functional and the def2-TZVPD basis

```
12
C4H6OS the ωB97M-V functional and the def2-TZVPD basis
C -0.05634 -1.17172 0.41161
C 0.52139 0.53178 -1.11737
C 0.25437 0.98363 0.33261
C -0.93580 -0.00167 0.62063
H 0.65958 -1.29895 1.23067
H -0.57669 -2.14282 0.32718
H 1.50121 0.80856 -1.38132
H -0.16150 0.89736 -1.86703
H 1.10629 0.71190 0.98846
H -1.77656 0.01595 -0.10743
O 0.46521 -0.88030 -0.88403
S -1.00116 1.54628 1.44604
```

The HOMO energy comes out at -9.06 eV. The calculation puts the energy relative to the best compared isomer or geometry (same formula, charge and spin) at 370.5 kJ/mol. The LUMO energy comes out at 0.93 eV. For the calculated total energy, the calculation gives -629.306062 Ha. The HOMO-LUMO gap is 9.991 eV. Its SMILES is C1OC[C@H]2S[C@H]12.

Taken from the natural (NBO) analysis, the atomic charges in e are:
1 C -0.09
2 C -0.08
3 C -0.37
4 C -0.40
5 H 0.18
6 H 0.20
7 H 0.19
8 H 0.19
9 H 0.21
10 H 0.22
11 O -0.54
12 S 0.29